{"formula": "C2H8O2", "method": "ωB97M-V with the def2-TZVPD basis set", "homo_energy_ev": -10.2628, "smiles": "CO.CO", "orbital_gap_ha": 0.4084, "molar_mass_g_mol": 64.08, "e_above_lowest_ev": 0.784, "elements": ["C", "O", "H", "H", "H", "H", "C", "O", "H", "H", "H", "H"], "xyz": [[1.865, -0.425, 0.069], [1.360, -1.502, 0.849], [1.832, 0.469, 0.691], [2.910, -0.583, -0.193], [1.255, -0.272, -0.817], [1.693, -2.326, 0.488], [-1.649, 0.478, -0.351], [-2.692, 1.395, 0.001], [-1.038, 0.914, -1.145], [-1.035, 0.238, 0.506], [-2.154, -0.384, -0.763], [-2.347, 1.998, 0.665]], "atomic_forces_ev_per_a": [[0.11, -0.07, 0.43], [0.00, 0.04, 0.10], [-0.14, 0.00, -0.04], [0.05, -0.02, -0.21], [0.03, 0.09, -0.25], [-0.04, -0.03, -0.04], [-0.58, 0.84, -0.33], [0.15, -0.07, 0.15], [0.20, -0.04, 0.03], [0.16, -0.36, 0.13], [0.11, -0.41, 0.10], [-0.06, 0.03, -0.07]]}